C19H18CrNO as an isolated structure in a non-equilibrium geometry, computed with the ωB97M-V functional and the def2-TZVPD basis.

Atoms and positions in Å:
C 0.569 -1.378 3.623
C -0.851 -1.869 3.420
C -1.062 -2.287 2.130
H -1.533 -1.973 4.258
C 0.168 -2.119 1.345
C 1.134 -1.494 2.193
H 2.202 -1.415 1.975
H 1.133 -1.970 4.365
H -1.957 -2.762 1.731
H 0.339 -2.542 0.356
C -1.088 2.393 1.676
C -1.152 1.512 2.796
C 0.195 1.133 3.160
H -2.036 1.263 3.384
C 1.097 1.755 2.180
C 0.276 2.506 1.261
H 0.643 3.133 0.448
H -1.932 2.919 1.234
H 0.784 1.251 5.750
H 2.187 1.717 2.210
Cr 0.026 0.110 1.279
O -1.052 0.426 -0.700
C -1.355 -0.761 -1.315
C -0.177 -1.090 -2.169
H -1.523 -1.627 -0.626
H -2.206 -0.592 -2.008
H 0.378 -2.008 -1.951
H 1.218 -1.989 -4.260
C 0.882 -0.957 -4.383
C 0.187 -0.339 -3.292
C -0.178 1.040 -3.439
H -0.643 1.523 -2.576
C 0.073 1.724 -4.613
H -0.207 2.776 -4.684
C 0.667 1.065 -5.700
H 0.816 1.602 -6.637
C 1.070 -0.274 -5.575
H 1.531 -0.782 -6.423
N 0.817 0.286 5.395
C 0.560 0.093 4.180

Atomic forces in eV per Å
C 0.19 0.58 -0.06
C 0.00 -0.56 -0.84
C 0.36 0.20 0.98
H -0.06 0.17 -0.26
C 0.86 1.28 0.52
C -0.39 0.05 -0.17
H -0.35 -0.15 0.12
H -0.34 0.02 -0.26
H 0.13 0.29 0.20
H 0.00 0.13 0.36
C 1.01 -0.69 0.14
C 1.16 0.23 0.03
C 0.25 0.41 -1.00
H 0.27 -0.12 -0.45
C -0.76 -0.12 0.64
C -0.15 -0.42 1.10
H -0.17 -0.46 0.20
H 0.27 -0.48 -0.09
H -0.12 -0.27 -0.70
H -0.44 0.02 -0.04
Cr -3.00 1.29 -2.49
O 0.97 0.10 3.47
C 0.50 -0.30 -1.00
C 0.12 -1.34 0.32
H -0.46 0.48 -0.48
H -0.16 -0.42 0.43
H -0.12 0.11 -0.28
H -0.14 0.26 -0.15
C -0.23 0.38 0.48
C 0.46 0.73 -1.29
C -0.12 -0.51 0.27
H 0.13 -0.14 -0.37
C 0.10 -0.30 -0.18
H 0.08 -0.25 -0.08
C -0.04 -0.01 0.12
H 0.02 -0.17 0.20
C 0.00 0.23 0.05
H -0.06 0.15 0.23
N 0.19 -0.18 0.67
C 0.02 -0.25 -0.34

Summary:
Total charge ... 0
Orbital gap (spin up / spin down) ... 5.51 / 7.62 eV
2S+1 ... 4
Max |F| ... 0.080 hartree/bohr

These are the Mulliken partial charges, in e, on atoms 1 to 5:
1. C 0.777
2. C -0.929
3. C -0.227
4. H 0.453
5. C -0.961